No. 1
2 unconnected molecules or ions with the total composition CH2N2O2S, computed with ωB97M-V/def2-TZVPD.

Geometry as XYZ:
```
8
Properties=species:S:1:pos:R:3
N 1.344 1.625 -0.075
C 1.616 0.463 -0.003
S 2.209 -0.972 0.025
H 0.529 2.178 0.090
O -1.836 0.618 0.325
N -1.107 -0.303 0.175
O -1.728 -1.471 -0.219
H -1.027 -2.138 -0.318
```

Values from the calculation:
**Lowest unoccupied orbital energy**: -0.030 eV
**F_max**: 1.7 eV/A
**Multiplicity**: 1
**Charge**: 0
**SMILES**: N=C=S.O=NO

No. 2
A molecular structure, H26O13, computed with ωB97M-V/def2-TZVPD.

Geometry as XYZ:
```
39
Properties=species:S:1:pos:R:3
H -0.779 0.391 0.573
H -0.172 -0.894 -0.108
H -0.068 1.758 3.820
H 0.206 1.081 2.561
H 0.013 -2.579 -2.957
H 0.591 -1.917 -4.144
H -2.509 3.822 -1.921
H -2.280 5.033 -0.880
H 2.906 0.466 1.217
H 4.239 0.576 0.433
H -0.281 3.536 0.182
H -0.896 2.196 0.486
H 2.920 -1.150 0.822
H 3.414 -2.523 1.390
H 0.917 -1.479 2.993
H 1.406 -0.242 2.368
H -2.220 -3.142 -1.508
H -1.072 -2.119 -0.955
H 0.143 -5.152 0.409
H -0.375 -4.484 -0.769
H -2.710 2.179 -2.111
H -3.697 2.645 -3.067
H -4.565 2.744 2.744
H -3.247 2.045 2.506
H 3.912 -2.038 -1.719
H 3.287 -2.127 -0.455
O -0.957 -0.532 0.193
O 0.280 1.954 2.874
O 0.873 -2.573 -3.515
O -2.517 4.102 -1.038
O 3.226 0.833 0.370
O -0.362 2.690 -0.100
O 2.867 -1.740 1.534
O 1.381 -1.202 2.240
O -1.906 -2.162 -1.457
O -0.576 -4.626 0.173
O -2.694 2.538 -3.011
O -3.655 2.871 2.246
O 4.156 -1.982 -0.749
```

Values from the calculation:
**Lowest unoccupied orbital energy**: -0.036 eV
**F_max**: 9.5 eV/A
**Multiplicity**: 1
**Charge**: 0

No. 3
A single C3H6O molecule, computed with ωB97M-V/def2-TZVPD.

Geometry as XYZ:
```
10
Properties=species:S:1:pos:R:3
C -2.010 0.052 -0.131
C 0.320 0.120 0.347
C 1.634 -0.199 -0.149
O -0.743 -0.117 -0.381
H -2.704 -0.356 -0.820
H -2.424 0.529 0.687
H 0.339 0.893 1.167
H 2.365 0.600 0.195
H 1.435 -0.397 -1.299
H 1.789 -1.125 0.384
```

Values from the calculation:
**Lowest unoccupied orbital energy (alpha / beta)**: 1.083 / 1.030 eV
**F_max**: 3.6 eV/A
**Multiplicity**: 1
**Charge**: 0

Calculated relative energy (zero: lowest compared OMol25 entry of this formula, charge and spin), 106.7 208.9 101.0 kcal per mole (same order as the records).